Formula: C5H7N2OS
Source: the Open Molecules 2025 dataset
Level of theory: ωB97M-V/def2-TZVPD

Structure (XYZ):
```
16
Properties=species:S:1:pos:R:3:nbo_charge:R:1
C 0.29 2.00 0.16 -0.11
C -2.62 0.04 -0.86 -0.04
C -0.52 1.13 -0.47 0.23
C 0.62 -1.62 0.43 -0.64
C 1.19 -0.42 -0.29 -0.06
N -1.57 0.83 -1.21 -0.61
N 2.08 0.34 0.42 -0.35
O 1.68 1.75 0.42 -0.42
S -2.99 -0.67 0.68 -0.43
H 0.08 3.05 0.38 0.20
H -3.47 0.05 -1.50 0.16
H -0.16 -1.91 -0.16 0.23
H 1.44 -2.34 0.34 0.17
H 0.47 -1.52 1.53 0.20
H 1.49 -0.71 -1.24 0.15
H 1.99 -0.01 1.36 0.33
```

Results
Energy above the lowest of the compared OMol25 structures with the same formula, charge and spin, kJ/mol: 304.6
DFT total energy, eV: -21157.1249
Spin multiplicity: 1
Net charge: -1
E_HOMO (spin up / spin down), eV: -3.1 / -3.1
LUMO (spin up / spin down), eV: 3.73 / 3.73
HOMO-LUMO gap (spin up / spin down), eV: 6.81 / 6.81